Entry 1:
The molecule C18H14Cl2F3NO in a non-equilibrium geometry. Source: OMol25; level of theory: ωB97M-V/def2-TZVPD.

## Properties
gap between HOMO and LUMO = 8.312 eV
relative energy (zero: lowest compared OMol25 entry of this formula, charge and spin) = 0.0 kcal/mol

ORCA input file:
```
! RIJCOSX wB97M-V def2-TZVPD def2/J DEFGRID3
* xyz 0 1
C 1.441 -2.608 -0.666
N 0.177 -1.937 -0.342
C -0.338 -2.134 0.950
O 0.030 -1.575 1.967
C -1.495 -3.180 1.056
F -2.014 -3.567 -0.144
F -1.047 -4.306 1.677
F -2.526 -2.667 1.786
C -0.028 -0.606 -0.920
C 0.379 0.458 0.058
C 1.660 0.882 0.114
C 2.130 2.035 0.867
C 3.516 2.307 0.986
C 3.975 3.388 1.734
C 3.052 4.235 2.368
Cl 3.609 5.554 3.304
C 1.673 4.004 2.239
C 1.222 2.914 1.492
C -1.484 -0.598 -1.415
C -1.826 -1.535 -2.391
C -3.153 -1.680 -2.801
C -4.128 -0.824 -2.258
Cl -5.762 -1.005 -2.735
C -3.779 0.145 -1.315
C -2.442 0.269 -0.910
H 1.242 -3.651 -0.952
H 1.887 -2.102 -1.531
H 2.170 -2.588 0.161
H 0.644 -0.527 -1.789
H -0.396 0.811 0.742
H 2.417 0.305 -0.433
H 4.225 1.630 0.510
H 5.038 3.580 1.845
H 0.971 4.667 2.731
H 0.152 2.723 1.405
H -1.053 -2.177 -2.817
H -3.432 -2.449 -3.510
H -4.545 0.784 -0.888
H -2.162 1.023 -0.176
*
```



Entry 2:
The molecule C18H14Cl2N4O2 in a non-equilibrium geometry. Source: OMol25; level of theory: ωB97M-V/def2-TZVPD.

## Properties
gap between HOMO and LUMO = 8.399 eV
relative energy (zero: lowest compared OMol25 entry of this formula, charge and spin) = 40.4 kcal/mol

ORCA input file:
```
! RIJCOSX wB97M-V def2-TZVPD def2/J DEFGRID3
* xyz 0 1
C -0.638 -2.109 -1.199
C -1.268 -1.215 -0.084
N -2.480 -0.749 -0.140
N -2.728 -0.068 0.983
C -4.003 0.387 1.362
C -4.508 1.557 0.744
C -5.810 1.997 0.907
C -6.709 1.145 1.501
C -6.195 -0.075 2.120
C -4.880 -0.437 2.091
Cl -4.322 -2.008 2.703
C -1.574 -0.105 1.802
Cl -1.445 0.150 3.491
C -0.638 -0.818 1.097
C 0.729 -1.137 1.662
N 1.610 -0.198 0.834
N 2.564 -1.005 0.451
C 3.485 -0.569 -0.489
C 4.619 -1.393 -0.877
C 5.681 -0.865 -1.685
C 5.652 0.450 -2.062
C 4.505 1.243 -1.888
C 4.286 2.555 -2.557
O 3.102 2.848 -2.504
O 5.259 3.244 -3.088
C 3.516 0.724 -1.005
H -1.317 -2.909 -1.409
H 0.179 -2.644 -0.780
H -0.283 -1.524 -2.031
H -3.840 2.183 0.134
H -6.174 2.899 0.480
H -7.759 1.363 1.517
H -6.798 -0.799 2.627
H 0.832 -0.931 2.789
H 1.018 -2.225 1.643
H 4.754 -2.426 -0.641
H 6.547 -1.547 -1.876
H 6.438 0.928 -2.546
H 6.019 2.775 -3.260
H 2.575 1.305 -0.814
*
```



Entry 3:
A structure of composition C18H14ClPSeTeW in a non-equilibrium geometry. Source: OMol25; level of theory: ωB97M-V/def2-TZVPD.

## Properties
gap between HOMO and LUMO (spin up / spin down) = 5.463 / 5.462 eV

ORCA input file:
```
! RIJCOSX wB97M-V def2-TZVPD def2/J DEFGRID3
* xyz 0 1
W 1.740 2.504 0.046
Cl 3.307 0.800 -0.683
C 2.561 -0.733 -0.997
C 3.350 -1.848 -1.214
C 2.737 -3.082 -1.364
C 1.349 -3.182 -1.321
C 0.571 -2.054 -1.154
C 1.164 -0.808 -0.960
P 0.224 0.754 -0.765
C -1.500 0.217 -1.094
C -2.346 -0.154 -0.051
C -3.632 -0.580 -0.327
C -4.081 -0.627 -1.638
C -3.249 -0.232 -2.677
C -1.962 0.198 -2.407
C 0.228 0.960 1.038
C -0.127 2.303 1.448
C -0.063 2.604 2.835
C 0.366 1.668 3.738
C 0.743 0.378 3.316
C 0.716 0.042 1.984
H 4.426 -1.754 -1.252
H 3.339 -3.965 -1.506
H 0.875 -4.147 -1.410
H -0.508 -2.121 -1.149
H -1.993 -0.123 0.971
H -4.281 -0.877 0.485
H -5.086 -0.965 -1.847
H -3.606 -0.260 -3.697
H -1.309 0.508 -3.212
H -0.860 2.858 0.839
H -0.340 3.596 3.160
H 0.412 1.909 4.788
H 1.058 -0.351 4.046
H 1.021 -0.947 1.654
Se 3.198 3.027 1.814
Te 1.553 4.486 -1.438
*
```



Entry 4:
A structure of composition C18H14F5IN2STc in a non-equilibrium geometry. Source: OMol25; level of theory: ωB97M-V/def2-TZVPD.

## Properties
gap between HOMO and LUMO (spin up / spin down) = 5.682 / 2.342 eV
relative energy (zero: lowest compared OMol25 entry of this formula, charge and spin) = 4.5 kcal/mol

ORCA input file:
```
! RIJCOSX wB97M-V def2-TZVPD def2/J DEFGRID3
* xyz 2 4
C -1.933 -1.059 0.832
C -0.866 -1.528 1.578
H -2.585 -0.508 1.585
H -2.388 -2.228 0.531
H -2.027 -0.584 -0.183
H 0.094 -1.033 1.749
H -1.400 -1.316 2.655
H -0.698 -2.628 1.412
C -1.100 1.947 -2.260
C -1.268 3.148 -2.954
C -0.178 4.027 -3.061
C 1.079 3.738 -2.447
H -1.893 1.215 -2.036
H -2.236 3.346 -3.398
H -0.253 4.930 -3.627
H 1.942 4.349 -2.484
N 0.141 1.626 -1.792
C 1.219 2.504 -1.771
C 2.368 2.092 -1.019
N 2.255 0.861 -0.395
C 3.155 0.382 0.531
C 4.552 2.267 0.036
C 4.323 1.080 0.713
H 2.823 -0.550 1.061
H 5.079 0.627 1.411
C 3.545 2.823 -0.841
H 3.636 3.714 -1.394
H 5.463 2.791 0.107
Tc 0.500 0.229 -0.566
I -0.389 1.854 1.509
F -2.533 -6.458 -0.203
C -1.750 -5.428 -0.593
C -2.311 -4.496 -1.491
F -3.563 -4.670 -2.010
C -1.553 -3.350 -1.823
F -2.052 -2.498 -2.788
C -0.300 -3.096 -1.214
S 0.663 -1.664 -1.731
C 0.236 -4.105 -0.419
F 1.487 -3.984 -0.005
C -0.483 -5.233 -0.096
F 0.015 -6.157 0.732
*
```